Density functional theory data (ωB97M-V/def2-TZVPD) for a molecular structure, C25H33Cl2F5InN2O6PSTe2.

```
78
Properties=species:S:1:pos:R:3:forces:R:3
In 0.151937 1.693057 -0.201438 0.07 -0.46 -0.09
Cl -2.431687 4.139331 0.641400 0.03 0.00 0.02
C -1.290056 5.080004 -0.323338 0.08 0.03 -0.01
Cl -0.607104 4.118133 -1.655826 -0.12 -0.02 0.02
H -0.476394 5.391822 0.318077 0.02 -0.01 0.01
H -1.821953 5.912681 -0.767129 0.02 0.01 0.00
C 0.032902 -2.779131 7.484891 0.00 0.00 0.00
C 0.487051 -3.220169 6.100907 0.01 -0.01 0.01
N -0.278155 -2.588516 5.025108 0.00 0.06 0.02
C -1.217779 -3.412409 4.277323 0.00 0.00 0.00
C -2.444404 -3.807679 5.086801 0.00 0.00 0.00
C 0.028322 -1.299547 4.735749 -0.05 -0.10 0.08
O 0.917737 -0.687999 5.299823 0.06 0.02 -0.01
C -0.791114 -0.594821 3.689924 -0.02 -0.10 0.07
C -2.117391 -0.251182 3.885711 -0.02 -0.05 0.01
C -2.768234 0.463410 2.896672 -0.01 0.00 -0.03
C -2.072082 0.819217 1.758952 0.00 0.02 0.07
N -0.771792 0.526440 1.581796 -0.16 0.34 0.19
C -0.155006 -0.169623 2.541210 0.13 -0.08 -0.24
H 0.623098 -3.281809 8.251811 0.00 0.00 0.00
H -1.018402 -3.017823 7.651154 0.00 -0.01 0.00
H 0.171620 -1.705010 7.598647 0.00 -0.01 0.00
H 0.379164 -4.298986 5.980861 -0.01 0.00 0.00
H 1.538736 -2.968577 5.961557 0.00 -0.01 0.00
H -0.688740 -4.309619 3.943627 0.00 0.00 0.00
H -1.515880 -2.876630 3.378632 0.00 0.00 0.00
H -2.167845 -4.395348 5.962723 0.00 0.01 0.00
H -3.118737 -4.410976 4.478230 0.00 -0.01 0.00
H -2.986416 -2.925232 5.430547 0.00 -0.01 0.00
H -2.630831 -0.540245 4.794725 0.01 0.00 0.00
H -3.805270 0.750625 2.996354 0.00 0.00 0.00
H -2.559916 1.345080 0.953230 0.02 0.04 0.01
H 0.885392 -0.407534 2.388806 0.08 0.05 -0.01
F 2.822602 2.593492 3.917958 0.21 0.03 -0.11
Te 1.880587 3.058696 2.404678 -0.10 0.02 -0.03
F 1.768894 4.776709 3.060291 -0.14 0.15 -0.05
F 3.484453 3.514902 1.618918 0.08 0.00 -0.04
F 0.404797 2.575622 3.428504 -0.13 -0.04 -0.09
F 2.140482 1.294970 1.817724 0.12 -0.16 0.13
O 0.869495 3.349666 0.910621 -0.22 0.00 0.20
C 7.780160 -2.665134 -7.352509 0.00 0.00 -0.01
C 6.838226 -2.079529 -6.330395 0.01 0.02 0.01
O 6.628181 -2.570738 -5.257769 0.00 0.00 0.00
S 6.059916 -0.571618 -6.902940 0.00 0.00 0.00
C 4.992487 -0.209709 -5.536524 -0.03 -0.02 -0.02
C 5.512784 0.332344 -4.367816 0.02 -0.01 0.00
C 4.672445 0.625407 -3.309848 -0.01 0.01 0.03
C 3.301857 0.389333 -3.418479 -0.04 -0.06 0.02
C 2.782778 -0.151099 -4.595627 0.01 0.00 -0.02
C 3.628602 -0.452077 -5.649568 0.00 0.01 0.01
C 2.408659 0.707920 -2.343559 -0.02 0.05 -0.07
C 1.593623 0.998167 -1.501199 0.21 0.03 0.22
H 8.698606 -2.965854 -6.851210 0.00 0.00 0.00
H 8.001405 -1.967741 -8.158262 0.00 0.00 0.00
H 7.312321 -3.556420 -7.771890 0.00 -0.01 0.00
H 6.575650 0.517398 -4.289446 0.00 0.00 0.00
H 5.068729 1.044176 -2.394634 0.00 0.00 0.00
H 1.717008 -0.324368 -4.671313 0.00 0.01 0.00
H 3.232317 -0.875957 -6.562716 0.00 0.00 0.00
C -4.596776 -2.166516 -1.747122 0.00 0.00 0.00
C -3.801591 -0.968954 -1.286663 0.01 0.00 -0.02
O -3.136050 -0.412275 -2.434291 -0.03 -0.04 0.02
P -2.382503 0.990990 -2.300102 0.02 0.05 0.07
O -1.612477 0.912563 -0.963984 -0.13 0.27 -0.35
Te -1.267420 1.491235 -4.273551 0.02 -0.02 0.00
O -3.540334 2.034947 -1.910906 -0.04 -0.02 -0.01
C -4.529497 2.439834 -2.874569 0.02 0.01 0.00
C -4.780116 3.918665 -2.703876 0.00 0.01 0.00
H -5.130002 -2.607638 -0.903637 0.00 0.00 0.00
H -3.937254 -2.920310 -2.175566 0.00 0.00 -0.01
H -5.324053 -1.875065 -2.504256 0.00 0.00 0.00
H -3.046307 -1.250241 -0.549413 0.00 0.00 0.01
H -4.450039 -0.208801 -0.841207 0.00 0.00 -0.01
H -5.432134 1.852044 -2.693082 0.00 0.00 0.01
H -4.166914 2.221542 -3.881367 0.00 -0.01 0.00
H -5.087106 4.144371 -1.682034 0.00 0.00 0.00
H -5.566321 4.246899 -3.385026 0.00 0.00 0.00
H -3.870966 4.477191 -2.929873 0.00 0.00 0.00
```
Forces are in eV/Å.

Maximum force ... 0.478 eV/Å
LUMO level ... -0.73 eV
ΔE to the lowest compared entry with this formula, charge and spin ... 13.5 kcal/mol
Charge ... 0


Density functional theory data (ωB97M-V/def2-TZVPD) for 2 unconnected molecules or ions with the total composition C25H33ClN2O6S2 in a non-equilibrium geometry.

```
69
Properties=species:S:1:pos:R:3:forces:R:3
C 0.046561 -1.866447 1.690813 0.10 0.16 -0.52
C 1.284215 -1.031106 1.341536 -0.02 -0.23 0.69
C 1.965846 -0.688641 2.671521 -0.19 0.02 -0.02
C 0.820734 0.226114 0.592389 0.06 -0.23 -0.08
C 1.920138 1.038350 -0.085760 0.14 0.17 0.09
O 2.766926 1.675884 0.890624 -0.03 0.01 -0.05
C 1.360763 2.122416 -1.046200 -0.05 -0.18 -0.04
C -0.126377 2.436840 -1.003146 -0.09 0.29 -0.08
C -0.526534 3.179205 0.263008 0.37 0.31 -0.03
S -2.298577 3.379286 0.458607 -0.38 0.20 -0.02
C -2.622586 1.740642 1.112171 0.43 -0.17 -0.32
S -2.026019 1.302026 2.563472 -0.15 -0.13 0.16
N -3.237262 0.901953 0.218128 -1.05 0.12 0.68
C -4.287568 1.429518 -0.620941 0.22 0.15 -0.23
C -4.355722 1.002388 -1.937408 -0.15 0.05 -0.08
C -5.354372 1.485089 -2.772345 0.11 0.03 0.20
C -6.284142 2.398673 -2.290834 0.11 -0.08 0.08
C -6.220872 2.810260 -0.966450 0.09 -0.05 -0.08
C -5.228588 2.325512 -0.126789 0.02 -0.05 -0.12
C -3.510615 -0.453440 0.646337 0.30 -0.34 -0.15
C -4.580235 -0.737033 1.485942 0.06 -0.18 -0.01
C -4.801000 -2.046960 1.880552 0.14 -0.02 -0.05
C -3.959760 -3.066483 1.442112 0.18 0.16 -0.20
C -2.905357 -2.777354 0.586537 -0.29 0.22 0.00
C -2.682683 -1.463951 0.184042 -0.53 0.06 -0.02
C 2.787931 0.088807 -0.905143 -0.14 0.08 0.04
C 3.318389 -1.161136 -0.208100 0.55 -0.31 0.11
C 3.909161 -2.085448 -1.270544 -0.07 0.21 -0.14
C 4.453982 -0.871548 0.778902 -0.19 -0.10 -0.05
N 2.155168 -1.853635 0.445125 -0.51 0.73 -0.51
O 1.468297 -2.584439 -0.354290 0.15 -0.25 0.00
H -0.631037 -1.912608 0.842248 0.50 -0.16 0.32
H 0.329724 -2.883428 1.943684 0.05 -0.11 0.18
H -0.489228 -1.396835 2.512265 -0.04 -0.01 0.10
H 2.703528 0.091216 2.588550 0.21 0.02 0.01
H 1.195018 -0.320571 3.348596 -0.07 0.04 0.06
H 2.392514 -1.582445 3.121065 0.13 -0.07 -0.01
H 0.136037 -0.105358 -0.191762 -0.03 -0.06 -0.02
H 0.235349 0.821008 1.294063 0.09 0.01 -0.04
H 2.304906 2.451486 1.222144 -0.02 -0.01 0.08
H 1.609381 1.827264 -2.063784 0.04 0.04 -0.12
H 1.906552 3.048146 -0.855853 0.16 0.03 -0.03
H -0.347755 3.103436 -1.838006 -0.08 -0.03 -0.13
H -0.747656 1.555655 -1.160130 0.02 -0.10 0.13
H -0.101175 2.740680 1.162797 -0.17 0.01 0.11
H -0.158807 4.205533 0.213862 0.10 0.06 -0.02
H -3.623584 0.297032 -2.302237 0.07 -0.04 -0.03
H -5.385075 1.156928 -3.800262 -0.05 -0.01 -0.09
H -7.050965 2.788131 -2.943426 -0.07 0.02 -0.05
H -6.939823 3.518524 -0.582568 -0.07 0.05 0.02
H -5.185722 2.659183 0.900954 0.07 -0.03 0.10
H -5.222682 0.056593 1.837994 -0.03 0.09 0.01
H -5.619384 -2.282706 2.544726 -0.08 0.04 0.05
H -4.119444 -4.084518 1.764225 -0.07 -0.07 0.04
H -2.240469 -3.550992 0.233875 0.03 -0.12 0.02
H -1.865494 -1.218903 -0.480330 -0.06 0.03 -0.05
H 2.154360 -0.246132 -1.728844 0.01 -0.10 -0.09
H 3.626075 0.633221 -1.339039 0.08 0.09 -0.01
H 4.003815 -3.098975 -0.893085 -0.02 -0.11 0.00
H 3.309382 -2.080852 -2.176882 -0.16 -0.24 0.00
H 4.902278 -1.726480 -1.528076 0.06 -0.04 -0.02
H 4.211541 -0.121756 1.513083 0.03 0.10 0.14
H 4.742980 -1.800227 1.267331 0.04 -0.05 0.10
H 5.315432 -0.529764 0.212289 0.08 0.04 -0.05
O 9.131484 -0.604180 -2.035389 0.02 0.00 -0.01
Cl 8.286065 -1.774627 -2.063634 -0.11 0.04 0.03
O 8.998035 -2.906504 -1.520415 0.02 -0.01 -0.01
O 7.884157 -2.054323 -3.422912 0.02 -0.01 -0.02
O 7.099843 -1.527195 -1.260979 0.09 0.04 0.02
```
Forces are in eV/Å.

Maximum force ... 1.254 eV/Å
LUMO level ... 1.33 eV
Charge ... -1
Multiplicity ... 2


Density functional theory data (ωB97M-V/def2-TZVPD) for 4 unconnected molecules or ions with the total composition C25H33FN2O11 in a non-equilibrium geometry.

```
72
Properties=species:S:1:pos:R:3:forces:R:3
C 1.811925 -0.107833 2.084575 1.24 0.30 -0.13
C 1.890433 -0.644018 0.536553 1.77 -1.04 0.34
N 0.553398 -0.853480 -0.139183 -1.27 1.96 1.24
C -0.486663 0.161597 0.280399 -2.32 2.91 0.03
C -1.935077 -0.264710 0.998573 0.04 3.25 -0.37
C -3.101081 0.841574 1.417447 3.90 1.20 -1.81
C -4.566720 0.408933 2.090230 0.10 -0.04 -0.70
C -5.847599 1.173739 1.374085 -1.04 -0.73 -0.07
C -7.193831 0.187700 1.265683 0.14 0.99 -0.97
F -5.563669 1.577420 -0.051485 -0.33 -0.72 3.33
C -2.738773 2.444927 1.108611 2.07 -1.91 -0.98
C -1.335267 2.931482 0.410824 -0.99 -4.45 0.65
C -0.259865 1.761625 0.004214 -2.43 0.60 1.01
C 0.959122 2.603174 -0.698305 2.81 -0.62 -1.64
O 2.055824 2.228743 -1.361686 -6.75 2.21 4.23
N 0.616215 4.092489 -0.525455 -1.50 -1.00 0.83
C -0.773201 4.413998 -0.020829 -2.27 1.35 0.67
O -1.467209 5.552506 0.057145 4.94 -6.81 -0.59
H 0.857145 -0.442483 2.675135 1.81 0.69 -1.35
H 1.965923 1.068769 2.110828 -0.70 -2.49 0.03
H 2.772931 -0.551836 2.636340 -2.17 0.90 -1.16
H 2.646536 0.015568 -0.110201 -1.83 -1.06 1.48
H 2.406551 -1.719395 0.585725 -1.26 2.28 -0.16
H 0.634216 -0.955095 -1.174504 -0.19 0.47 1.32
H -2.188155 -1.394721 1.239873 0.81 2.52 -0.71
H -4.785367 -0.749102 1.991311 0.93 2.34 -0.04
H -4.609106 0.645268 3.247157 0.26 -0.26 -2.42
H -6.147621 2.106565 2.028307 0.78 -1.51 -1.83
H -7.820428 0.159909 2.254300 1.50 -0.11 -1.75
H -6.904653 -0.872602 0.856329 -0.50 2.03 1.03
H -7.897584 0.691796 0.447875 1.57 -1.04 1.77
H -3.546200 3.245531 1.385872 1.79 -1.67 -0.65
H 1.403614 4.716279 -0.237726 -0.95 -0.69 -0.63
C -1.646841 -5.285112 2.752541 0.20 0.43 0.00
C -3.073642 -5.224306 2.247921 1.18 -0.55 0.90
C -3.370605 -6.202627 1.152076 0.09 -0.88 0.10
O -4.456979 -5.583330 0.485990 -0.21 1.11 -0.08
C -4.309681 -4.237520 0.682892 -1.20 1.61 -1.17
O -4.951084 -3.380452 0.101570 1.35 -1.78 1.29
O -3.343574 -3.983168 1.618766 -0.94 0.17 -0.89
H -1.468207 -4.488898 3.483077 -0.07 -0.20 -0.02
H -1.438077 -6.249122 3.226020 -0.11 0.11 -0.06
H -0.929503 -5.129968 1.939409 -0.14 -0.10 0.04
H -3.772862 -5.333451 3.086021 -0.04 -0.08 -0.13
H -3.657764 -7.186166 1.534713 -0.11 0.19 -0.17
H -2.549770 -6.321099 0.435847 0.07 0.08 0.21
C 4.539238 7.718900 -3.700173 0.45 -0.12 0.03
C 3.635139 6.815806 -2.887075 0.36 0.75 -1.17
C 2.607011 7.552954 -2.083497 -0.70 0.55 -0.45
O 2.334656 6.637866 -1.036670 0.77 -0.72 0.49
C 3.475679 5.903040 -0.864136 0.74 -1.26 1.47
O 3.676061 5.148370 0.070862 -0.66 1.56 -1.89
O 4.362683 6.131213 -1.881524 -0.62 -0.43 1.18
H 5.322649 7.130605 -4.189791 -0.21 0.07 -0.01
H 3.972335 8.255439 -4.466871 0.02 -0.13 0.11
H 5.049141 8.450077 -3.063617 -0.20 -0.09 0.00
H 3.174062 6.062578 -3.537681 -0.08 0.09 0.11
H 1.701599 7.768524 -2.657934 0.05 -0.14 0.26
H 2.981159 8.482451 -1.639833 0.11 -0.08 -0.16
C 4.741679 -3.262362 -2.343298 -0.12 0.44 0.12
C 4.336362 -4.288104 -1.305187 0.91 0.65 -0.97
C 3.766621 -5.546203 -1.887213 0.46 -0.55 -0.53
O 2.963246 -6.028965 -0.824699 -0.50 0.58 0.74
C 2.572335 -4.929594 -0.110386 -1.70 0.04 1.70
O 1.722379 -4.939630 0.762182 1.81 -0.01 -1.88
O 3.262510 -3.816677 -0.509122 -0.78 -0.87 0.56
H 5.062457 -2.335380 -1.856107 0.06 -0.20 -0.07
H 5.562020 -3.634519 -2.964280 -0.09 0.00 0.14
H 3.900175 -2.998943 -2.993150 0.07 -0.18 0.09
H 5.180337 -4.499283 -0.637098 -0.07 -0.11 -0.07
H 4.539752 -6.272960 -2.152381 -0.23 0.00 0.16
H 3.121537 -5.374301 -2.756182 0.14 0.17 0.04
```
Forces are in eV/Å.

Maximum force ... 8.436 eV/Å
LUMO level ... -0.86 eV
Charge ... 0
SMILES string ... CCNc1cc(C[C@H](C)F)cc2c1C(=O)NC2=O.C[C@@H]1COC(=O)O1.C[C@@H]1COC(=O)O1.C[C@@H]1COC(=O)O1


Density functional theory data (ωB97M-V/def2-TZVPD) for a molecular structure, C25H33GaN7O3S2.

```
71
Properties=species:S:1:pos:R:3:forces:R:3
Ga 0.163761 -0.294618 -0.074646 -0.20 0.06 -0.03
C 3.109880 -1.699988 0.388119 0.01 0.00 0.01
N 2.972925 -2.129685 -0.987751 -0.03 -0.08 0.02
C 3.971280 -2.991491 -1.609746 -0.01 0.00 0.01
C 3.532572 -3.022015 -3.077426 0.00 0.00 0.00
N 2.451935 -2.032047 -3.146089 0.01 -0.02 0.01
C 1.406055 -2.251091 -4.141342 0.02 0.02 0.00
C 2.190687 -1.542942 -1.903699 -0.02 0.04 -0.04
N 1.334215 -0.580796 -1.622950 0.04 0.02 0.00
C 0.786610 0.275650 -2.687928 -0.03 -0.01 0.02
C 0.519623 1.635710 -2.066943 0.02 0.03 0.01
N -0.370434 1.400120 -0.922921 -0.03 -0.03 0.03
C -0.850495 2.372897 -0.159196 0.09 0.00 0.03
N -1.853155 2.143677 0.705604 -0.09 0.03 -0.01
C -2.591775 0.910157 0.863688 0.01 0.02 -0.01
C -2.063258 3.280169 1.587894 -0.01 0.01 -0.02
C -1.369383 4.398936 0.816970 0.04 0.00 0.05
N -0.448780 3.661267 -0.049611 -0.13 0.02 -0.11
C 0.434690 4.408820 -0.928711 0.08 -0.01 0.07
H 3.861981 -2.325886 0.862840 0.02 0.02 -0.01
H 2.185932 -1.848070 0.946977 0.01 -0.01 0.00
H 3.429377 -0.656570 0.447918 -0.02 0.01 0.00
H 3.970816 -3.978681 -1.148826 0.01 0.00 0.00
H 4.964502 -2.554162 -1.489745 0.00 0.01 0.00
H 3.147961 -4.002193 -3.363637 -0.02 0.00 0.02
H 4.341926 -2.761393 -3.757454 0.00 -0.01 -0.01
H 1.355421 -3.316043 -4.371099 0.01 0.00 -0.01
H 1.608939 -1.705771 -5.062508 -0.01 0.01 0.00
H 0.437354 -1.958021 -3.750461 0.00 -0.02 0.00
H -0.158700 -0.121195 -3.068658 0.01 0.00 -0.02
H 1.491407 0.362450 -3.514854 0.02 0.03 0.02
H 0.049727 2.286157 -2.805385 -0.01 -0.01 -0.01
H 1.472524 2.056563 -1.751530 -0.01 0.01 -0.02
H -2.524702 0.324784 -0.051034 0.00 0.02 0.00
H -3.642408 1.149650 1.029343 0.00 0.00 0.02
H -2.236703 0.323460 1.714988 0.02 0.00 -0.02
H -1.607713 3.098965 2.565492 0.02 -0.01 0.00
H -3.128115 3.458939 1.727175 0.00 0.01 0.01
H -0.808987 5.066843 1.468365 -0.01 0.03 -0.01
H -2.069886 4.993157 0.222515 -0.01 -0.03 -0.02
H 0.565622 5.395335 -0.489146 0.00 0.00 0.00
H 0.017322 4.539055 -1.928505 0.00 -0.01 0.00
H 1.413275 3.943297 -0.981238 0.00 0.00 0.00
O 2.230020 1.927009 0.492501 0.01 -0.04 -0.01
C 1.881043 1.380372 1.519011 0.02 0.05 0.01
N 0.881537 0.423974 1.589874 0.23 -0.05 -0.12
S 0.682410 -0.181297 3.122283 -0.09 -0.09 0.06
O -0.608906 0.191181 3.621358 -0.01 -0.02 -0.01
O 1.054111 -1.568096 3.140170 0.00 0.03 -0.01
C 1.936041 0.821871 3.836216 -0.05 0.06 0.00
C 2.332988 0.877312 5.157319 0.02 -0.01 -0.01
C 3.335559 1.786314 5.470280 0.02 0.01 0.00
C 3.901388 2.602596 4.492029 0.01 0.01 0.02
C 3.481297 2.533657 3.171501 -0.01 -0.02 -0.02
C 2.484090 1.626136 2.858243 -0.03 0.01 0.04
H 1.889138 0.243683 5.912728 -0.01 0.00 -0.01
H 3.683968 1.863578 6.491357 -0.01 -0.01 0.00
H 4.679456 3.299777 4.772221 0.00 0.00 -0.01
H 3.909405 3.159957 2.400488 0.00 0.00 0.00
S -0.991811 -2.173939 -0.328125 0.13 -0.09 0.11
C -2.306018 -2.309130 0.871624 -0.01 0.05 -0.02
C -2.047004 -2.505488 2.222279 -0.01 -0.11 -0.01
C -3.103164 -2.614854 3.115798 0.01 -0.01 0.00
C -4.413954 -2.556606 2.664886 0.00 0.01 -0.01
C -4.669812 -2.390773 1.310561 0.00 0.02 0.00
C -3.619131 -2.261821 0.413565 -0.02 0.05 0.02
H -1.028382 -2.590700 2.571849 0.02 0.04 0.00
H -2.893677 -2.755188 4.168170 -0.01 0.00 0.00
H -5.234237 -2.651067 3.363979 0.00 0.00 0.00
H -5.689490 -2.358088 0.949410 0.00 0.00 0.00
H -3.813753 -2.118969 -0.641921 0.00 -0.02 0.00
```
Forces are in eV/Å.

Maximum force ... 0.261 eV/Å
LUMO level ... -2.30 eV
Charge ... +1